Molecular formula: C25H55FeNO2Si2
Method: DFT, ωB97M-V with the def2-TZVPD basis set

Properties
**LUMO level (spin up / spin down)**: -0.063 / -0.176 hartree
**Energy relative to the best compared isomer or geometry (same formula, charge and spin)**: 0.0 kJ/mol
**<S²>**: 8.764
**HOMO-LUMO gap (spin up / spin down)**: 0.358 / 0.246 hartree

ORCA input file:
```
! wB97M-V def2-TZVPD RIJCOSX def2/J DEFGRID3
* xyz 1 6
Fe 0.0371 0.7977 1.4982
Si -1.5403 2.9507 2.8206
Si -2.2912 -0.6860 -0.0504
O 0.5200 -0.2399 -3.3720
O -0.5477 -2.3417 -2.3262
N 1.9472 1.8073 1.7266
C -2.9456 -0.2882 1.6822
C 3.5326 -1.5625 1.5865
C 2.5707 -0.5393 1.6085
C 2.0731 3.1278 1.0754
C 0.9651 -1.9927 2.6535
C 0.7328 -3.4889 -0.6453
C -1.4471 -2.4026 -3.4508
C 1.8871 -0.4642 -2.9727
C -0.1051 -3.6405 -1.8865
C -0.6778 4.5647 3.2453
C -0.7710 -2.7446 -4.7459
C 2.8955 0.8320 1.0918
C 0.5257 2.1999 -2.9046
C 2.4192 -1.6709 -3.6966
C -2.8379 -2.4872 -0.2106
C 1.2837 -0.7584 2.0998
C -3.1850 0.3370 -1.3590
C -1.1205 1.6680 4.1456
C 1.9266 -3.0269 2.6434
C 0.2376 1.0653 -3.8713
C 3.1979 -2.8165 2.1065
C -3.4002 3.2387 2.8953
C -1.0766 2.4015 1.0872
C -0.4472 -0.3758 -0.4356
C 2.2845 1.9491 3.1588
H 1.8899 -0.6321 -1.8795
H -1.4970 -2.6404 -5.5559
H -3.3070 0.7443 1.7813
H 0.2858 4.4139 3.7498
H -2.1314 -3.1873 0.2560
H -0.1164 3.0462 -3.1583
H -0.0228 -2.1668 3.0896
H -0.9808 -4.2844 -1.6845
H 3.3251 2.3043 3.2527
H 2.4259 -1.4842 -4.7783
H 0.2115 -1.0528 0.1204
H -2.9871 -2.7906 -1.2554
H -2.2383 -3.1434 -3.2423
H 3.4480 -1.8740 -3.3763
H 1.7729 3.0543 0.0228
H 1.6163 2.6833 3.6272
H -0.4328 -3.7835 -4.7429
H -1.9183 -1.4142 -3.5018
H 2.7905 0.8975 -0.0074
H 0.4734 -4.1107 -2.6989
H -0.5059 5.1653 2.3410
H 3.1231 3.4610 1.1283
H -3.8013 -0.9604 1.8579
H -1.9602 2.1537 0.4664
H -3.6161 4.0604 3.5928
H 0.1104 -3.2307 0.2201
H 1.5650 2.5362 -3.0027
H -4.2207 -0.0187 -1.4581
H 2.1830 0.9974 3.6856
H 3.9339 1.1247 1.3318
H 1.5084 -2.7202 -0.7592
H -3.8040 -2.5989 0.3047
H -0.7885 0.6655 3.8109
H -2.6895 0.2432 -2.3364
H 1.4279 3.8615 1.5768
H -3.9463 2.3497 3.2398
H 2.5041 0.4300 -3.1818
H -0.2224 -0.7274 -1.5860
H -3.7881 3.5226 1.9075
H -0.5438 3.2032 0.5373
H 1.2335 -4.4376 -0.4155
H 0.8079 1.2315 -4.8009
H -0.1157 0.6871 -0.4367
H 3.9319 -3.6241 2.0841
H 0.0705 -2.0720 -4.9281
H -2.2179 -0.4904 2.4836
H 4.5252 -1.3481 1.1781
H -1.3246 5.1445 3.9209
H 1.7985 -2.5514 -3.4836
H -2.0401 1.5229 4.7316
H 1.6639 -4.0061 3.0456
H -0.8292 1.0307 -4.1251
H -3.2117 1.4029 -1.0983
H -0.3456 2.0708 4.8125
H 0.3343 1.9289 -1.8609
*
```